# C23H42BeBr2CaClNO13S2

A molecular structure, C23H42BeBr2CaClNO13S2 at a distorted geometry (wB97M-V/def2-TZVPD, the OMol25 dataset).

The geometry in XYZ format:
```
86
Properties=species:S:1:pos:R:3:forces:R:3
C 1.5419 2.7576 -1.0187 -2.1290 -0.2088 -0.4413
C 0.9828 1.6267 -1.9170 1.8071 0.5083 1.4406
S 0.2565 0.2318 -1.0023 -0.6921 -0.6001 -0.0622
C 1.5310 -0.6099 0.0440 -0.1425 1.4032 -0.6010
N 2.7810 -0.8275 -0.7282 -2.2074 0.3674 0.6295
C 2.7165 -1.4562 -1.8239 2.7814 -0.6010 -0.5174
C 4.1005 -1.4978 -2.4338 -0.6308 1.1505 -0.7592
C 4.9860 -0.5575 -1.5655 -0.6367 -0.8107 -0.3478
C 4.0908 -0.3626 -0.3470 1.6367 -0.3390 1.3902
H 1.1645 3.7003 -1.4001 0.4863 0.4308 0.0128
H 1.2189 2.6822 0.0204 0.6525 -0.0563 0.2932
H 2.8006 2.9125 -1.0812 -1.2975 -0.1948 0.6598
H 1.7807 1.3413 -2.5954 -0.0855 -0.3692 -0.3362
H 0.1892 2.0793 -2.4980 -0.4410 -0.3388 -0.1260
H 1.7077 0.0450 0.8859 0.4633 -0.0905 0.2499
H 1.1048 -1.5864 0.3632 0.3317 1.4006 -0.2234
H 1.8166 -1.8570 -2.2475 -0.4012 -0.0721 0.0457
H 3.9532 -0.9693 -3.3771 0.2119 -0.5414 -0.5495
H 4.4900 -2.4901 -2.5990 -0.0849 -0.2971 -0.1979
H 5.9567 -0.9951 -1.3481 -0.0559 -0.3166 0.4185
H 5.2405 0.3138 -2.1484 -0.3525 0.5037 0.2133
H 4.0867 0.5998 0.1456 -0.2843 0.4261 -0.2818
H 4.4533 -1.0763 0.4536 -0.4551 0.6933 -0.3951
Br 4.1170 2.8556 -1.9611 1.3712 0.1806 -0.6927
O -0.4252 0.0145 -4.9816 0.2406 0.1659 0.1061
H -0.8113 0.8944 -5.0457 -0.0737 0.0038 -0.1599
H -0.1190 -0.0477 -4.0741 -0.0573 -0.0513 0.1646
Be 5.0632 -3.0180 0.2587 0.2104 -0.7869 0.2296
O -6.9758 -2.6725 -4.3454 -0.9288 0.1131 0.0342
C -5.7919 -2.7327 -4.3866 0.6813 -0.3386 -0.1728
O -5.0852 -1.5953 -4.5341 -0.0880 0.4346 0.0890
C -3.6780 -1.5145 -4.3669 0.2823 -0.0665 -0.0822
C -2.9158 -1.8541 -5.6293 -0.1591 -0.3145 -0.1261
C -5.0670 -4.0579 -4.3663 0.2130 -0.0858 0.4841
H -3.3566 -2.1232 -3.5181 -0.0070 -0.0566 -0.0048
H -3.4803 -0.4772 -4.0973 -0.1302 0.0373 0.0323
H -3.0893 -2.8842 -5.9433 -0.0176 -0.0262 0.0660
H -1.8517 -1.7162 -5.4646 0.0279 0.0311 -0.0627
H -3.2325 -1.2147 -6.4530 0.0221 0.0851 0.0458
H -5.0092 -4.4485 -5.3810 0.0262 0.0199 -0.0112
H -5.6407 -4.7470 -3.7523 -0.1783 -0.0012 -0.1506
H -4.0692 -4.0076 -3.9330 0.0701 0.0476 -0.2032
C 1.3280 -2.2058 6.0366 -0.0475 -0.0037 -0.0325
C 0.8833 -1.1353 5.2721 0.0138 0.0107 0.0274
C 1.4693 -0.8655 4.0428 0.0534 0.0135 -0.0474
C 2.4956 -1.6710 3.5722 -0.1179 -0.0174 -0.0495
C 2.9415 -2.7453 4.3353 -0.0952 -0.2943 -0.2126
C 2.3593 -3.0116 5.5705 -0.1031 -0.1558 -0.0579
H 0.8732 -2.4111 6.9965 0.0266 0.0265 0.0328
H 0.0796 -0.5092 5.6356 0.0077 0.0248 0.0097
H 1.1233 -0.0258 3.4536 -0.0437 0.0097 0.0241
H 2.9526 -1.4634 2.6110 0.0576 -0.0016 0.0146
H 3.7467 -3.3743 3.9685 0.1212 0.0948 0.0792
H 2.7103 -3.8431 6.1686 0.0514 0.0408 0.0411
O 2.6263 6.3187 0.2627 -0.2942 -0.2593 -0.2621
S 1.9641 6.1032 1.5150 0.3993 0.5813 0.8694
O 0.6733 5.4853 1.5717 -0.0168 -0.2719 -0.4153
O 1.9332 7.4612 2.3296 0.1227 -0.3381 -0.1201
C 1.3820 8.6359 1.6872 -0.5219 0.6663 -0.3255
C -0.1338 8.6176 1.6660 -0.0307 -0.3527 -0.0281
C 3.0520 5.2362 2.5996 0.0374 0.0253 0.0561
H 1.7917 8.7438 0.6819 0.1034 -0.2063 0.0414
H 1.7285 9.4868 2.2689 0.2057 -0.2148 0.1739
H -0.5100 7.8286 1.0154 -0.0050 0.0286 -0.0299
H -0.5191 9.5688 1.3014 0.0844 0.0503 0.0275
H -0.5302 8.4320 2.6637 0.0162 0.0981 0.0309
H 4.0204 5.7281 2.5923 -0.0049 0.0250 -0.0075
H 3.1429 4.2174 2.2291 -0.0324 0.0029 -0.0582
H 2.6228 5.2344 3.5978 -0.0261 0.0184 -0.0030
C -1.4815 -3.8843 3.9922 0.1219 -0.1230 0.5571
C -1.8884 -4.9198 2.9631 -0.5834 0.6312 0.0945
O -2.2746 -4.1112 1.8636 0.4686 -0.4230 0.1746
C -1.6522 -2.9003 1.9838 -0.3938 0.1923 0.4513
O -1.6628 -2.0611 1.1665 -0.0528 0.6071 -0.5697
O -1.0293 -2.7956 3.1890 0.1407 -0.5873 -0.2361
H -0.7004 -4.2436 4.6630 0.1043 0.3062 0.0077
H -2.3234 -3.5331 4.5887 -0.0872 -0.2123 -0.0070
H -1.0449 -5.6077 2.6827 -0.4398 0.0256 0.0418
H -2.7266 -5.5262 3.2947 0.1048 -0.2573 -0.1821
Br 0.7340 -3.6386 0.2562 0.0688 -0.6249 -1.0419
O -8.9705 -0.3749 -0.2504 0.0982 -0.1418 0.0534
Cl -8.5939 -0.7946 -1.5732 -0.2382 -0.0208 -0.1756
O -8.4827 0.3470 -2.4389 0.1135 -0.1289 -0.0520
O -9.5899 -1.6884 -2.0891 0.0156 0.1403 0.0719
O -7.3169 -1.4607 -1.5053 0.1426 0.1334 0.1077
Ca 1.0889 -5.4448 1.8641 0.4750 -0.5568 0.8254
```
Forces are in eV/Å.

Properties
M, g/mol: 849.07
F_max, eV Å⁻¹: 2.892
LUMO level, eV: -10.25
Charge: +2
Frontier orbital gap, Eh: 0.0443
Energy, eV: -245724.19707